No. 1
Below is a single C5H9N molecule in a non-equilibrium geometry, with properties calculated with the ωB97M-V functional and the def2-TZVPD basis.

Calculated values
**SMILES**: C=CCNC=C

Element x y z (Å)
C 2.35 -0.17 0.87
C 1.36 0.02 0.01
C 0.44 -1.13 -0.39
N -0.97 -0.78 -0.20
C -1.42 0.48 0.24
C -2.11 1.32 -0.54
H 2.71 0.58 1.57
H 2.69 -1.18 1.08
H 0.92 1.01 -0.02
H 0.67 -1.51 -1.38
H 0.65 -1.94 0.31
H -1.59 -1.00 -0.97
H -1.00 0.89 1.16
H -2.02 1.29 -1.62
H -2.68 2.13 -0.10

---

No. 2
Below is C5H9N as an isolated structure in a non-equilibrium geometry, with properties calculated with the ωB97M-V functional and the def2-TZVPD basis.

Element x y z (Å)
C -0.95 0.93 -0.40
C 0.26 0.44 -1.28
C 0.83 0.26 0.97
C -0.69 0.05 0.84
C -0.29 -1.26 0.18
H -1.94 0.72 -0.79
H -0.92 1.98 -0.19
H 1.00 1.24 -1.48
H 0.05 -0.09 -2.17
H 1.25 -0.25 1.85
H 1.21 1.27 0.99
H -1.36 0.12 1.67
H 0.05 -2.01 0.90
H -0.95 -1.79 -0.58
N 0.94 -0.53 -0.30

---

No. 3
Below is a 2-piece molecular cluster, C5H9N overall in a non-equilibrium geometry, with properties calculated with the ωB97M-V functional and the def2-TZVPD basis.

Calculated values
**SMILES**: C1=NC1.C=CC

Element x y z (Å)
C 0.34 -0.71 -1.95
N -0.66 0.06 -1.94
C -0.90 -1.43 -1.85
H 1.40 -0.65 -2.03
H -1.13 -1.82 -0.86
H -1.40 -1.94 -2.67
C -0.09 2.07 1.15
C -0.29 0.75 1.20
C 0.79 -0.28 1.40
H -0.90 2.77 0.94
H 0.90 2.52 1.23
H -1.31 0.37 1.14
H 1.80 0.16 1.34
H 0.73 -0.87 2.33
H 0.72 -1.02 0.58

---

Let's list energy above the lowest of the compared OMol25 structures with the same formula, charge and spin in order: 2.539, 1.736, 3.173 eV.
Let's list highest occupied orbital energy in order: -8.22, -8.98, -9.49 eV.